(1)
Here is H14LiO7 as an isolated structure from the OMol25 dataset. Energies are from the ωB97M-V functional and the def2-TZVPD basis.

```
22
Properties=species:S:1:pos:R:3:lowdin_charge:R:1
Li 0.1080 -0.1408 0.0939 0.71
O 1.4920 -1.8518 0.1519 -0.08
H 2.3830 -1.6028 0.1389 0.02
H 1.2950 -2.7918 0.4459 0.11
O -1.3210 1.5512 0.4229 -0.12
H -1.6540 2.3342 0.0439 0.02
H -1.7530 1.4552 1.3999 0.15
O 1.5260 1.1382 -0.6541 0.02
H 2.0470 1.2572 0.0259 -0.05
H 1.4880 1.9632 -1.0241 0.03
O -1.6440 -1.2208 1.2939 -0.01
H -1.5740 -2.0658 0.9709 0.00
H -2.1470 -1.2818 2.0889 0.06
O -0.8730 1.5512 -2.6221 0.01
H -0.1510 1.2792 -3.0671 -0.03
H -1.0560 0.7312 -2.1521 -0.01
O -0.8090 -1.1078 -1.4291 -0.06
H -1.7800 -1.2378 -1.3871 0.11
H -0.4200 -1.2868 -2.2341 0.04
O 1.4060 0.6112 2.1809 -0.01
H 1.0640 0.1222 2.8199 -0.04
H 2.3730 0.5932 2.4919 0.12
```

Energy above the lowest of the compared OMol25 structures with the same formula, charge and spin   1.740 eV
LUMO energy   -0.1189 Eh
Gap between HOMO and LUMO   11.24 eV
Net charge   +1

(2)
Here is an isolated molecule of C3H2N2OS from the OMol25 dataset. Energies are from the ωB97M-V functional and the def2-TZVPD basis.

```
9
Properties=species:S:1:pos:R:3:lowdin_charge:R:1
C -0.0596 -0.6743 -0.7355 -0.12
C 0.8367 -0.0959 0.1578 -0.24
C -0.0387 -1.8847 -1.3854 -0.29
N -0.1254 -2.8968 -1.9200 0.14
N 2.0408 -0.4149 0.4914 -0.28
O 4.4957 -0.7446 0.2583 -0.47
S 3.2936 -1.2217 0.9057 0.99
H -1.0081 -0.2198 -0.8768 0.09
H 0.5571 0.9227 0.6625 0.16
```

Energy above the lowest of the compared OMol25 structures with the same formula, charge and spin   2.220 eV
LUMO energy   -0.0647 Eh
Gap between HOMO and LUMO   7.38 eV

(3)
Here is an isolated molecule of C4H4N2O from the OMol25 dataset. Energies are from the ωB97M-V functional and the def2-TZVPD basis.

```
11
Properties=species:S:1:pos:R:3:lowdin_charge:R:1
N -0.7259 2.4176 0.8182 0.15
C -0.2103 1.5818 0.0821 -0.18
C 0.2418 0.6382 -0.7111 -0.12
C 0.8489 -0.6171 -0.2006 -0.09
C 0.1954 -1.6883 0.2556 -0.12
N -1.2377 -1.8074 0.3880 -0.04
O -1.8640 -1.2876 -0.5046 0.00
H -0.0988 3.1543 1.1408 0.07
H 0.1916 0.8034 -1.7842 0.11
H 1.9385 -0.6614 -0.1765 0.10
H 0.7205 -2.5335 0.6922 0.10
```

Energy above the lowest of the compared OMol25 structures with the same formula, charge and spin   4.660 eV
LUMO energy (alpha / beta)   -0.0200 / -0.0199 Eh
Gap between HOMO and LUMO (alpha / beta)   8.24 / 8.24 eV
Structure (SMILES)   N=C=C/C=C\N=O

(4)
Here is a 4-piece molecular cluster, C4H19N2O3S2 overall from the OMol25 dataset. Energies are from the ωB97M-V functional and the def2-TZVPD basis.

```
30
Properties=species:S:1:pos:R:3:lowdin_charge:R:1
S 1.5949 3.5032 1.0015 0.35
S -0.3625 3.0387 0.6449 0.44
C -0.5708 1.4371 1.5705 -0.45
C -0.8761 0.2114 0.6861 -0.33
C -0.0321 -0.9350 1.2047 -0.20
N -0.3248 -2.1144 0.3865 -0.11
C 0.7071 -3.1296 0.3052 -0.12
N -0.4411 0.4098 -0.7221 0.19
H 1.4985 3.8525 2.2934 -0.17
H 0.3910 1.3007 2.0505 0.05
H -1.3592 1.6492 2.2817 0.08
H -1.9351 -0.0187 0.6996 0.16
H -0.1636 -1.1230 2.2760 0.14
H 1.0326 -0.7500 1.0901 0.11
H -1.2089 -2.5116 0.6722 0.12
H 0.2679 -4.1063 0.3513 0.08
H 1.3889 -3.1151 -0.5366 0.07
H 1.3933 -3.0991 1.1505 0.08
H -1.0357 1.1030 -1.1757 0.15
H -0.4582 -0.5107 -1.1894 0.14
H 0.5050 0.7863 -0.7343 0.15
H 3.5624 -0.8701 -0.4842 0.05
H 3.8034 -1.5916 0.8398 0.06
O 3.1476 -1.4711 0.1456 -0.05
H -0.9401 -2.6178 -2.6200 0.01
H -0.9374 -2.3981 -4.1982 0.04
O -0.7435 -2.0165 -3.3452 -0.06
H -4.0844 -4.0594 -2.0205 0.04
H -3.5457 -3.6408 -3.3584 0.04
O -3.2537 -3.9428 -2.4915 -0.06
```

LUMO energy   -0.1034 Eh
Gap between HOMO and LUMO   9.68 eV
Net charge   +1

(5)
Here is a 2-piece molecular cluster, C8H19N2O2 overall from the OMol25 dataset. Energies are from the ωB97M-V functional and the def2-TZVPD basis.

```
31
Properties=species:S:1:pos:R:3:lowdin_charge:R:1
C 3.1957 1.1396 -0.1794 -0.06
C 3.8686 -0.2042 0.1424 0.02
C -3.2264 0.1449 -1.3043 0.02
C -1.7126 -1.4906 0.0561 -0.03
C -2.8169 0.4262 1.3269 -0.02
C 1.8361 -0.6583 -1.2435 0.02
C -0.1714 1.4170 0.4484 -0.23
C -2.2495 -0.0229 -0.0724 -0.43
N 1.5051 -0.1996 1.0635 0.03
N 2.3651 -0.0356 0.0373 -0.42
O 0.7029 2.2146 -0.0776 0.09
O -1.0263 0.8874 -0.3773 0.00
H 3.2264 1.8101 0.6772 0.12
H 3.1471 1.7717 -1.0760 0.13
H 4.3177 -1.0044 -0.4440 0.12
H 4.2061 -0.3170 1.1395 0.10
H -3.8241 -0.7280 -1.3946 0.08
H -3.7810 0.9956 -1.1981 0.05
H -2.5465 0.1194 -2.1825 0.10
H -1.2887 -1.8989 -0.9368 0.11
H -2.3894 -2.1654 0.5902 0.10
H -0.8509 -1.4314 0.7191 0.05
H -3.8563 0.1882 1.5484 0.09
H -2.1473 0.1189 2.1911 0.11
H -2.6747 1.5782 1.2412 0.11
H 2.6562 -0.5521 -2.0630 0.13
H 1.7840 -1.7510 -1.2567 0.10
H 0.8686 -0.1443 -1.4587 0.09
H -0.3395 1.5816 1.4824 0.15
H 1.9700 0.2173 1.8633 0.05
H 0.7538 2.4120 -1.0882 0.21
```

Energy above the lowest of the compared OMol25 structures with the same formula, charge and spin   4.549 eV
LUMO energy   -0.1049 Eh
Gap between HOMO and LUMO   8.80 eV
Net charge   +1

(6)
Here is C34H45AsN3O2SSiTl as an isolated structure from the OMol25 dataset. Energies are from the ωB97M-V functional and the def2-TZVPD basis.

```
88
Properties=species:S:1:pos:R:3:lowdin_charge:R:1
Tl 0.7305 -0.9545 -0.3607 0.83
C 4.2655 -2.8334 1.9635 -0.02
C 3.3394 -2.6622 0.7820 -0.51
O 2.1703 -2.2289 1.0438 -0.23
C 3.8081 -2.9540 -0.4872 -0.05
C 3.1358 -2.7362 -1.7187 -0.32
C 3.8422 -3.2130 -2.9608 -0.04
N 1.9692 -2.1475 -1.8425 -0.05
N 1.5100 -2.0459 -3.1570 0.06
C 0.5932 -1.1486 -3.3146 -0.46
O 0.1136 -0.3520 -2.4016 -0.18
C 0.0045 -1.0361 -4.6843 -0.14
C -1.1672 -0.3187 -4.8899 -0.03
C -1.7263 -0.2282 -6.1578 -0.09
C -1.1150 -0.8514 -7.2343 -0.10
C 0.0580 -1.5710 -7.0351 -0.09
C 0.6125 -1.6660 -5.7701 -0.03
H 3.6790 -2.9714 2.8704 0.08
H 4.8700 -1.9300 2.0799 0.08
H 4.9433 -3.6767 1.8300 0.08
H 4.8015 -3.3738 -0.5592 0.09
H 4.8052 -3.6486 -2.7054 0.07
H 3.9818 -2.3947 -3.6663 0.08
H 3.2283 -3.9552 -3.4719 0.08
H -1.6398 0.1594 -4.0446 0.08
H -2.6433 0.3297 -6.3038 0.10
H -1.5500 -0.7826 -8.2235 0.10
H 0.5416 -2.0601 -7.8716 0.10
H 1.5213 -2.2268 -5.6005 0.10
C -0.8426 -1.9739 0.7385 -0.29
Si -1.9285 -0.8719 1.7493 0.61
C -2.8452 0.3263 0.6160 -0.24
N -1.9998 1.1651 -0.2414 -0.20
C -2.6747 1.4332 -1.5122 -0.20
C -1.8370 2.3067 -2.4316 -0.19
C -1.5080 3.6226 -1.7481 -0.19
C -0.8130 3.3173 -0.4307 -0.21
C -1.6598 2.4073 0.4439 -0.20
C -0.8831 -0.0061 3.0541 -0.24
C -1.4491 0.9804 3.8696 -0.10
C -0.7152 1.5989 4.8703 -0.09
C 0.6077 1.2280 5.0869 -0.11
C 1.1873 0.2503 4.2920 -0.09
C 0.4496 -0.3594 3.2814 -0.10
C -3.2549 -1.8998 2.5992 -0.24
C -4.6226 -1.7047 2.4017 -0.10
C -5.5637 -2.5222 3.0160 -0.09
C -5.1499 -3.5537 3.8444 -0.09
C -3.7937 -3.7634 4.0596 -0.09
C -2.8616 -2.9434 3.4430 -0.09
H -1.3783 -2.4953 -0.0561 0.02
H -0.2230 -2.6769 1.2925 0.01
H -3.5782 0.9437 1.1683 0.09
H -3.4453 -0.3291 -0.0256 0.09
H -3.6525 1.9172 -1.3248 0.13
H -2.8722 0.4691 -1.9854 0.12
H -2.3755 2.4717 -3.3677 0.12
H -0.9128 1.7718 -2.6626 0.09
H -2.4318 4.1751 -1.5411 0.12
H -0.8911 4.2588 -2.3870 0.11
H -0.6062 4.2431 0.1106 0.11
H 0.1381 2.8087 -0.6292 0.08
H -2.5826 2.9439 0.7428 0.13
H -1.1277 2.1619 1.3636 0.10
H -2.4860 1.2697 3.7253 0.11
H -1.1751 2.3580 5.4910 0.10
H 1.1796 1.6973 5.8786 0.10
H 2.2166 -0.0470 4.4557 0.11
H 0.9359 -1.1169 2.6745 0.07
H -4.9725 -0.9028 1.7609 0.09
H -6.6198 -2.3521 2.8470 0.10
H -5.8810 -4.1947 4.3210 0.10
H -3.4650 -4.5662 4.7077 0.10
H -1.8056 -3.1194 3.6256 0.11
C 4.5705 3.0075 1.5300 -0.26
As 2.8418 2.6510 0.7663 0.74
C 2.7671 3.7868 -0.7928 -0.23
C 1.5794 3.3055 2.0680 -0.21
S 2.7382 0.5781 0.4298 0.31
H 4.6756 4.0760 1.7108 0.04
H 5.3361 2.6621 0.8388 0.04
H 4.6557 2.4559 2.4639 0.04
H 3.3117 4.7072 -0.5873 0.04
H 1.7337 4.0132 -1.0424 0.01
H 3.2319 3.2512 -1.6177 0.05
H 2.0516 4.0895 2.6588 0.05
H 1.2934 2.4720 2.7077 0.02
H 0.6999 3.6955 1.5701 0.01
```

Energy above the lowest of the compared OMol25 structures with the same formula, charge and spin   0.000 eV
LUMO energy   0.0057 Eh
Gap between HOMO and LUMO   6.83 eV